(1)
Below is one molecule with the formula CH3NS2, with properties calculated with the ωB97M-V functional and the def2-TZVPD basis.

The calculation puts the HOMO-LUMO gap (alpha / beta) at 7.360 / 7.358 eV. As for the energy relative to the best compared isomer or geometry (same formula, charge and spin): 245.0 kJ/mol. The SMILES is NSC=S.

The geometry in ORCA input format:
```
! wB97M-V def2-TZVPD RIJCOSX def2/J DEFGRID3
* xyz 0 1
N -1.33262 0.21125 -0.03036
S 0.14729 1.03053 -0.04085
C 1.12380 -0.31441 0.07457
S 3.11025 -0.27950 0.00051
H -1.67935 -0.15975 -0.91737
H -2.08421 0.73488 0.34324
H 0.71484 -1.22300 0.57026
*
```

=====

(2)
Below is C3H6N4O as an isolated structure, with properties calculated with the ωB97M-V functional and the def2-TZVPD basis.

The calculation puts the HOMO-LUMO gap at 8.151 eV. As for the energy relative to the best compared isomer or geometry (same formula, charge and spin): 417.4 kJ/mol.

The geometry in ORCA input format:
```
! wB97M-V def2-TZVPD RIJCOSX def2/J DEFGRID3
* xyz 0 1
C 0.47707 0.39535 -0.33562
C 1.05123 -0.90059 1.51797
C -0.66962 -0.10653 0.09019
H -0.14839 0.53739 -2.54420
H 0.51390 2.21594 -1.34708
H 2.53216 0.12378 0.54296
H -0.87961 -1.54640 1.85669
H -2.36736 -0.44186 -1.02283
H -1.90141 0.96319 -1.06850
N 0.50414 0.93743 -1.64068
N 1.60595 -0.13192 0.42521
N -0.27496 -0.63533 1.44566
N -2.00294 0.06858 -0.37077
O 1.55986 -1.47904 2.45100
*
```

=====

(3)
Below is a 2-piece molecular cluster, C7H12ClN overall, with properties calculated with the ωB97M-V functional and the def2-TZVPD basis.

The calculation puts the HOMO-LUMO gap (alpha / beta) at 6.783 / 9.760 eV. As for the energy relative to the best compared isomer or geometry (same formula, charge and spin): 479.7 kJ/mol.

The geometry in ORCA input format:
```
! wB97M-V def2-TZVPD RIJCOSX def2/J DEFGRID3
* xyz 0 1
C 1.17631 -2.71087 2.32865
C 1.26768 -1.44081 1.99994
C 0.30648 -0.80524 0.89052
C -0.95530 -1.54001 0.73323
C 0.18864 2.90616 -0.90890
C -0.38686 0.76283 -2.27100
C -0.71222 1.79303 -1.24924
N 0.62760 0.27113 0.32941
Cl -2.30265 1.86523 -0.64456
H 1.94179 -3.25958 2.85255
H 0.42842 -3.30331 1.93114
H 1.69218 -0.55086 2.37576
H -1.54223 -0.86469 0.07414
H -0.67250 -2.56068 0.36337
H -1.38564 -1.73732 1.70494
H -0.07185 3.63253 -0.19569
H 0.45445 3.49662 -1.82889
H 1.08079 2.43556 -0.62098
H 0.39689 0.12811 -2.21031
H -1.25980 0.10445 -2.41295
H -0.27218 1.37771 -3.24112
*
```

=====

(4)
Below is C28H62N11Ti as an isolated structure, with properties calculated with the ωB97M-V functional and the def2-TZVPD basis.

The calculation puts the HOMO-LUMO gap (alpha / beta) at 8.255 / 8.815 eV. As for the energy relative to the best compared isomer or geometry (same formula, charge and spin): 0.0 kJ/mol.

The geometry in ORCA input format:
```
! wB97M-V def2-TZVPD RIJCOSX def2/J DEFGRID3
* xyz 2 2
Ti 0.06123 -0.05592 -0.05653
N -0.78268 1.89446 1.55304
C -2.24792 2.05115 1.60398
C -2.87044 0.72936 1.22430
N -2.30192 0.22888 -0.04438
C -2.84394 0.87492 -1.25276
C -1.98821 2.05525 -1.68323
N -0.55602 1.69991 -1.60398
H -0.33812 2.80471 1.52619
H -0.47529 1.47336 2.42386
H -2.61254 2.35395 2.58571
H -2.54855 2.83053 0.90806
H -2.63687 -0.00553 1.99605
H -3.95671 0.82018 1.16270
H -2.51787 -0.75755 -0.08727
H -2.86525 0.12789 -2.04640
H -3.87514 1.19786 -1.10051
H -2.27853 2.36248 -2.68799
H -2.15940 2.91082 -1.03780
H -0.25967 1.21590 -2.44527
H -0.00163 2.54735 -1.58912
C 3.65767 -1.44285 2.75590
N 3.77278 -0.06130 2.31582
C 4.86674 0.67686 2.95323
C 2.85082 0.55008 1.54573
N 1.55969 0.16788 1.48859
C 0.94870 -0.23870 2.71244
C 1.26376 0.36769 3.93427
C 0.56734 0.07374 5.09322
C -0.50042 -0.81680 5.04328
C -0.83095 -1.40656 3.83781
C -0.10557 -1.15339 2.67228
N -0.49198 -1.69256 1.39948
C -0.93133 -2.94234 1.35567
N -1.88346 -3.28355 0.39531
C -3.25408 -2.80559 0.59836
C -1.79805 -4.58127 -0.28314
N -0.47013 -3.90785 2.15499
C 0.86217 -3.85836 2.74497
C -1.30858 -5.01259 2.62431
N 3.25463 1.63390 0.86191
C 2.31475 2.70484 0.55102
C 4.55888 1.69693 0.19660
H 3.32203 -1.49889 3.79283
H 4.63445 -1.91857 2.67195
H 2.96126 -1.96728 2.12256
H 4.92030 0.36634 3.99675
H 4.67261 1.74508 2.92194
H 5.82883 0.47069 2.48557
H 2.06110 1.10378 3.96413
H 0.83671 0.55865 6.02337
H -1.08083 -1.03439 5.93089
H -1.68023 -2.08350 3.79339
H -3.26486 -1.97767 1.30641
H -3.89064 -3.59930 0.99866
H -3.70571 -2.47748 -0.34337
H -2.32325 -5.38479 0.23543
H -0.75527 -4.86691 -0.41952
H -2.25572 -4.48064 -1.26882
H 1.50572 -3.25098 2.12227
H 1.25548 -4.87381 2.77074
H 0.84969 -3.45330 3.75731
H -2.35004 -4.84467 2.37050
H -1.23140 -5.05898 3.71055
H -0.97817 -5.96655 2.21468
H 1.81729 3.05530 1.45371
H 1.56799 2.39655 -0.17408
H 2.87972 3.53502 0.13554
H 5.05363 0.73223 0.25222
H 5.20417 2.45947 0.63248
H 4.39980 1.93050 -0.85645
C -1.08407 -1.56018 -5.47878
C -1.21639 -2.19411 -4.10161
C -0.34133 -3.43695 -4.01569
C -2.68337 -2.54633 -3.83048
N -0.71156 -1.15692 -3.15576
N -0.77541 -1.52547 -1.76989
H -1.39810 -2.26247 -6.25223
H -0.04881 -1.27135 -5.66754
H -1.71534 -0.66946 -5.56639
H -0.65773 -4.15515 -4.77445
H -0.42274 -3.94104 -3.04656
H 0.70773 -3.19228 -4.20059
H -3.04437 -3.27946 -4.55423
H -3.32150 -1.66042 -3.91441
H -2.83332 -2.99152 -2.83990
H -1.32324 -0.35561 -3.25851
H -0.06451 -2.23969 -1.63790
H -1.65327 -1.99578 -1.56719
C 2.67729 -2.44086 -0.63051
C 2.33830 -1.54387 -1.81759
C 3.58431 -1.34382 -2.67473
C 1.69429 -0.19292 -1.43739
H 3.00732 -3.43145 -0.95641
H 1.82354 -2.57460 0.04185
H 3.49291 -2.00123 -0.04743
H 1.62100 -2.08249 -2.44874
H 4.35751 -0.82132 -2.10026
H 3.36178 -0.74287 -3.55962
H 4.00502 -2.29732 -3.01004
H 1.35670 0.23613 -2.38409
H 2.48689 0.47181 -1.07990
*
```

=====

(5)
Below is a 4-piece molecular cluster, C2H14N2O3 overall, with properties calculated with the ωB97M-V functional and the def2-TZVPD basis.

The calculation puts the HOMO-LUMO gap at 9.534 eV. As for the energy relative to the best compared isomer or geometry (same formula, charge and spin): 15.6 kJ/mol. The SMILES is NCCN.O.O.O.

The geometry in ORCA input format:
```
! wB97M-V def2-TZVPD RIJCOSX def2/J DEFGRID3
* xyz 0 1
N -1.75149 -0.99013 -1.09784
C -0.74513 -0.09221 -0.53610
C -1.27537 1.30776 -0.41143
N -0.21454 2.21355 0.08190
H -1.30831 -1.86957 -1.29649
H -2.50118 -1.10681 -0.43774
H -0.34905 -0.44331 0.41405
H 0.10400 -0.08807 -1.20160
H -2.13767 1.36872 0.23558
H -1.66092 1.66024 -1.36361
H -0.53445 3.17531 0.09342
H 0.50719 2.20888 -0.63965
O 1.30085 1.09131 2.08079
H 0.65575 1.56683 1.50511
H 0.96150 1.20902 2.97422
O 0.43765 -2.80880 -1.06623
H 0.97609 -2.20890 -0.51596
H 1.07618 -3.45377 -1.39705
O 1.93394 -1.07960 0.58808
H 2.83815 -1.31681 0.81146
H 1.68680 -0.34366 1.17910
*
```

=====

> Number 1 is which compound?

CH3NS2

=====

> Which formula does entry 3 have?

C7H12ClN

=====

> energy relative to the best compared isomer or geometry (same formula, charge and spin) of number 1 (CH3NS2)?

245.0 kJ/mol

=====

Repeat the second record exactly.
Below is C3H6N4O as an isolated structure, with properties calculated with the ωB97M-V functional and the def2-TZVPD basis.

The calculation puts the HOMO-LUMO gap at 8.151 eV. As for the energy relative to the best compared isomer or geometry (same formula, charge and spin): 417.4 kJ/mol.

The geometry in ORCA input format:
```
! wB97M-V def2-TZVPD RIJCOSX def2/J DEFGRID3
* xyz 0 1
C 0.47707 0.39535 -0.33562
C 1.05123 -0.90059 1.51797
C -0.66962 -0.10653 0.09019
H -0.14839 0.53739 -2.54420
H 0.51390 2.21594 -1.34708
H 2.53216 0.12378 0.54296
H -0.87961 -1.54640 1.85669
H -2.36736 -0.44186 -1.02283
H -1.90141 0.96319 -1.06850
N 0.50414 0.93743 -1.64068
N 1.60595 -0.13192 0.42521
N -0.27496 -0.63533 1.44566
N -2.00294 0.06858 -0.37077
O 1.55986 -1.47904 2.45100
*
```